1.
Formula: C7H12F6P2
Source: the Open Molecules 2025 dataset
Level of theory: wB97M-V/def2-TZVPD

Each line ends with the natural charge from an NBO analysis.
Geometry (Å):
1 C 0.16059 -2.42288 -1.53162  -0.96
2 C -1.74519 -2.27461 0.55244  -0.94
3 C -0.10145 2.71377 1.36439  -0.91
4 C -0.86139 2.12645 -1.32796  -1.00
5 C 0.20473 -0.04819 0.19333  -0.73
6 C 0.67801 -0.47444 1.60594  0.95
7 C 1.70173 0.29985 -0.58286  1.00
8 F 1.57174 0.41583 2.09844  -0.34
9 F 1.37534 -1.65925 1.74983  -0.34
10 F -0.21257 -0.56600 2.58083  -0.32
11 F 2.65713 -0.63369 -0.47264  -0.33
12 F 2.22986 1.44581 -0.29685  -0.31
13 F 1.42963 0.35034 -1.84864  -0.33
14 P -1.06579 -1.24610 -0.82246  0.84
15 P -1.08196 1.34911 0.30215  0.84
16 H 0.30600 -2.38237 -2.53393  0.23
17 H -0.27869 -3.44150 -1.36071  0.23
18 H 1.19585 -2.23267 -1.01834  0.25
19 H -2.03085 -3.25856 0.09464  0.24
20 H -2.72044 -1.87050 0.80509  0.24
21 H -1.12765 -2.18586 1.40501  0.24
22 H 0.31442 2.41013 2.32564  0.24
23 H -0.71460 3.70007 1.46957  0.23
24 H 0.67913 3.01915 0.58663  0.22
25 H 0.11405 2.61948 -1.61771  0.24
26 H -1.55935 2.92321 -1.61474  0.25
27 H -1.11828 1.32346 -2.10550  0.26

* total energy: -1555.77774 Ha
* LUMO energy: 0.884 eV
* energy above the lowest of the compared OMol25 structures with the same formula, charge and spin: 11.9 kcal/mol
* max |F|: 4.144 eV Å⁻¹
* 2S+1: 1
* frontier orbital gap: 9.86 eV
* HOMO energy: -8.971 eV


2.
Formula: C7H12I2N3S
Source: the Open Molecules 2025 dataset
Level of theory: wB97M-V/def2-TZVPD

Each line ends with the natural charge from an NBO analysis.
Geometry (Å):
1 C 1.04595 -0.06333 0.10347  0.45
2 C 3.10988 0.55192 -0.72523  -0.31
3 C 3.15353 -0.45164 0.42940  -0.15
4 C -1.00096 -0.84892 -1.07727  -0.62
5 C -0.83885 1.47990 -0.02839  -0.60
6 C -0.89546 -0.50869 1.54813  -0.59
7 C -0.47388 -0.03933 0.10951  -0.09
8 N 1.90086 -0.51858 0.93316  -0.40
9 N 1.08665 0.82065 -2.09101  -0.13
10 N 1.67695 0.49747 -1.05881  -0.02
11 S 4.16974 0.04511 1.78039  0.11
12 I 3.53510 2.53896 -0.07160  0.27
13 I 3.84374 -2.47922 -0.30730  0.17
14 H 3.92093 0.47985 -1.43210  0.30
15 H -1.84200 -1.46654 -0.66628  0.24
16 H -1.32811 -0.15347 -1.82771  0.23
17 H -0.38543 -1.62165 -1.40231  0.22
18 H -1.88848 1.45763 0.25469  0.24
19 H -0.72942 1.76006 -1.07599  0.21
20 H -0.13786 2.00518 0.47151  0.21
21 H -1.27122 -1.52218 1.38366  0.23
22 H -1.57982 0.27483 1.80782  0.23
23 H -0.09078 -0.49834 2.21686  0.23
24 H 1.63127 0.93926 -2.90701  0.38
25 H 3.56387 -0.73917 2.63964  0.16

* total energy: -1431.36943 Ha
* LUMO energy (alpha / beta): -6.658 / -6.657 eV
* energy above the lowest of the compared OMol25 structures with the same formula, charge and spin: 11.6 kcal/mol
* max |F|: 4.586 eV Å⁻¹
* 2S+1: 1
* frontier orbital gap (alpha / beta): 5.92 / 5.92 eV
* HOMO energy (alpha / beta): -12.575 / -12.575 eV
* net charge: +1